No. 1
{
  "formula": "C17H18BN8O2RhS5",
  "method": "wB97M-V/def2-TZVPD",
  "species": ["H", "H", "H", "S", "H", "C", "S", "H", "O", "C", "C", "S", "C", "N", "C", "C", "C", "N", "H", "C", "S", "C", "H", "S", "C", "H", "H", "H", "C", "N", "B", "H", "C", "C", "H", "C", "N", "H", "O", "Rh", "H", "C", "C", "H", "H", "N", "H", "N", "N", "N", "H", "C"],
  "positions_angstrom": [[2.07590, -1.84346, -5.01103], [-6.79782, 2.97630, 1.78648], [-1.00214, 1.00075, -3.51238], [1.38391, -1.36667, 0.67109], [1.14531, -0.41016, -4.51757], [-2.98826, -3.38916, 0.50497], [4.32595, -1.04846, 0.71124], [-3.32310, -4.40622, 0.60111], [6.45285, 0.25908, -0.13966], [2.72943, 0.55514, -0.72449], [-2.13171, 1.76722, 2.41452], [1.29323, 1.18814, -1.37132], [-3.83858, 1.26300, -1.93587], [-1.77418, 0.60597, -1.60989], [-4.97363, 2.10029, 0.93401], [1.48510, -3.68464, -2.86591], [-6.15406, 2.12983, 1.62456], [-2.97823, 0.76698, -1.03050], [-4.86798, 1.44002, -1.67669], [-1.70766, -2.93678, 0.20368], [1.44742, -1.90674, -2.72786], [-6.32611, 0.80397, 2.07242], [-7.13251, 0.38985, 2.65596], [4.24294, 1.27077, -1.16515], [5.27211, 0.16777, -0.19959], [1.06613, 1.55616, 1.82472], [-0.80731, -3.48979, -0.00551], [1.56192, -4.08121, -1.85524], [-3.16444, 1.45082, -3.12614], [-4.49769, 0.82366, 0.97380], [-3.16753, 0.35070, 0.46406], [2.36376, -3.97366, -3.44153], [1.21158, -1.49432, -4.44706], [-1.86334, 1.02534, -2.86611], [-3.09574, 1.98962, 2.83954], [-3.73800, -2.24414, 0.68354], [-2.03042, 1.02718, 1.29651], [0.56854, -4.02520, -3.34529], [0.08206, -1.64093, -2.09354], [-0.27838, -0.30556, -0.53824], [-4.76645, -2.10231, 0.96013], [2.76871, -0.54741, 0.13608], [-0.00903, 1.54006, 1.89065], [0.29293, -1.96119, -4.79926], [-0.59354, 2.71571, 3.67937], [-5.33046, 0.02950, 1.69060], [-4.43108, 2.88626, 0.43333], [-2.93694, -1.17897, 0.51611], [-0.72894, 0.89042, 0.98372], [-1.68807, -1.60770, 0.21033], [-3.56007, 1.83750, -4.04777], [-0.86300, 2.12190, 2.82485]],
  "atomic_forces_ev_per_a": [[0.00, -0.01, 0.00], [0.00, 0.00, 0.00], [0.01, -0.03, -0.01], [0.18, 0.01, 0.01], [0.01, -0.01, 0.03], [0.02, -0.05, 0.00], [-0.03, -0.05, -0.08], [0.00, 0.00, -0.01], [-0.03, -0.06, -0.08], [-0.05, 0.03, -0.15], [0.01, -0.01, -0.01], [0.10, -0.05, 0.03], [0.02, -0.02, 0.02], [0.03, 0.02, 0.14], [0.01, -0.01, -0.02], [-0.03, 0.03, 0.01], [0.01, 0.01, 0.01], [0.02, 0.10, 0.00], [-0.01, 0.02, 0.01], [-0.02, 0.04, 0.03], [0.16, -0.02, -0.01], [0.03, 0.01, 0.01], [0.00, 0.00, 0.00], [-0.01, -0.01, -0.01], [0.04, 0.13, 0.16], [0.00, 0.01, 0.01], [0.00, 0.00, -0.04], [0.00, 0.01, 0.00], [0.00, -0.01, 0.01], [-0.03, 0.00, -0.02], [-0.02, -0.06, -0.08], [0.00, 0.01, -0.01], [-0.02, 0.00, 0.00], [-0.05, -0.05, -0.05], [0.00, 0.00, 0.00], [0.02, 0.04, 0.14], [-0.07, 0.07, 0.07], [0.00, 0.00, 0.00], [-0.39, -0.10, -0.23], [0.32, 0.06, 0.22], [-0.02, 0.02, 0.01], [-0.06, 0.01, 0.21], [0.01, 0.03, 0.00], [0.00, -0.01, -0.01], [0.00, 0.00, 0.00], [0.00, -0.06, -0.02], [0.00, 0.00, -0.02], [0.08, 0.05, -0.02], [-0.20, -0.04, -0.06], [-0.08, -0.04, -0.18], [0.00, 0.01, 0.00], [0.02, -0.01, 0.00]],
  "lowdin_spin": [0.00, 0.00, 0.00, 0.24, 0.00, 0.00, 0.03, 0.00, 0.05, 0.17, 0.00, 0.23, 0.00, 0.00, 0.00, 0.00, 0.00, 0.00, 0.00, 0.00, 0.00, 0.00, 0.00, 0.04, 0.01, 0.00, 0.00, 0.00, 0.00, 0.00, 0.00, 0.00, 0.00, 0.00, 0.00, 0.00, 0.00, 0.00, 0.01, 0.02, 0.00, 0.17, 0.00, 0.00, 0.00, 0.00, 0.00, 0.00, 0.01, 0.00, 0.00, 0.00],
  "total_charge": 1,
  "multiplicity": 2,
  "de_lowest_kcal_mol": 0.0,
  "s_squared": 0.759,
  "e_lumo_ev": [-2.7, -5.3]
}


No. 2
{
  "formula": "C16H42O20P4Pb",
  "method": "wB97M-V/def2-TZVPD",
  "species": ["H", "O", "O", "H", "O", "C", "H", "C", "H", "H", "H", "H", "C", "C", "O", "H", "H", "P", "H", "H", "C", "O", "H", "H", "H", "H", "C", "H", "H", "O", "O", "H", "C", "C", "O", "O", "C", "H", "H", "Pb", "H", "O", "O", "P", "H", "H", "H", "O", "C", "O", "H", "P", "O", "H", "H", "H", "H", "H", "H", "C", "O", "P", "O", "H", "C", "H", "H", "H", "H", "O", "C", "H", "C", "H", "H", "O", "H", "O", "O", "H", "C", "C", "H"],
  "positions_angstrom": [[0.81460, 0.47528, 22.99679], [-3.46609, -3.82169, 24.24629], [-6.60317, -7.62142, 32.12865], [2.25744, -8.74560, 32.23581], [-5.40851, 3.56415, 27.16731], [1.25326, 1.40664, 23.35493], [5.09766, -0.33873, 33.07173], [-6.35288, 4.40488, 26.42775], [3.96431, -0.88605, 31.99289], [-4.74797, -8.57358, 32.45172], [-5.30439, -5.92744, 23.11215], [-8.46121, -8.36922, 28.33681], [-7.12746, 2.52365, 30.51680], [0.11784, 2.88248, 33.53833], [2.25738, -6.40110, 30.00584], [4.64758, -1.81927, 25.95984], [-4.92828, -4.57219, 22.14042], [2.86430, 0.98180, 25.47429], [1.01503, 2.75217, 26.47760], [1.77091, 4.05459, 25.73067], [-4.45709, -5.35423, 22.73582], [-8.63556, -6.13013, 31.40923], [2.13754, 3.70745, 27.42124], [-6.19839, 2.24237, 31.01260], [2.35801, 2.20026, 36.00737], [-9.50453, -4.47252, 32.45712], [4.34663, -1.17984, 25.13000], [-8.84121, 0.63688, 27.01341], [-5.94333, 5.40540, 26.28871], [-5.13812, 1.39191, 28.55633], [1.89501, 0.53583, 35.07314], [-6.17612, -9.53595, 32.09966], [-8.97866, -5.41580, 32.60473], [2.64347, 1.14924, 36.05197], [3.39075, 0.91786, 32.99451], [3.05603, 2.55596, 25.90017], [-8.26961, -8.20618, 29.39738], [3.68698, -0.93170, 33.81998], [-7.92497, -9.14714, 29.82625], [-1.37408, -3.09998, 28.73070], [5.04019, -1.17010, 24.28917], [-3.28428, -5.83823, 24.82387], [-6.21452, -5.20232, 31.05112], [-7.05732, -6.44346, 31.00837], [-0.17749, 3.60387, 34.30022], [3.24232, -8.84070, 30.73491], [-9.18050, -7.84960, 29.87824], [0.99459, 0.15651, 32.68102], [2.78844, -8.17793, 31.47168], [1.85951, 0.25772, 26.29377], [0.52121, 1.98840, 23.91507], [1.90582, 1.00691, 33.47412], [0.73340, -6.89353, 31.38220], [1.46683, 2.05021, 22.50152], [3.70787, 1.07425, 35.82946], [-8.03216, -5.01562, 32.96820], [-7.29604, 4.67190, 26.90444], [-0.12935, 3.30494, 32.56441], [-0.34874, 1.90203, 33.63393], [1.88319, -7.14570, 30.93996], [4.34352, 0.25759, 25.49324], [-6.11772, 2.42801, 28.05687], [-7.35725, 1.99223, 27.17884], [-4.02173, -6.17404, 22.16446], [1.98113, 3.25562, 26.44171], [3.52229, -7.70982, 32.12775], [2.34323, 0.72994, 37.01225], [-7.47529, 0.30727, 26.05811], [-7.75175, 1.64484, 30.35534], [1.53977, 2.60545, 33.51546], [-5.65938, -8.60796, 31.85486], [-7.24163, 0.08151, 27.79950], [-7.75247, 0.67911, 27.04452], [-5.41303, -8.60724, 30.79306], [3.39711, -1.50634, 24.70583], [2.50886, 1.08745, 23.89866], [-9.42475, -6.11858, 33.30844], [-6.76353, 3.21131, 29.34568], [-7.28433, -7.19449, 29.60252], [-6.67960, 4.13312, 25.42402], [-3.61689, -4.99689, 23.96104], [4.01493, -0.36466, 32.94875], [-7.61960, 3.17478, 31.23924]],
  "atomic_forces_ev_per_a": [[-0.28, 0.16, 0.07], [0.55, 3.16, -0.24], [-1.64, 3.13, -1.24], [-0.37, -0.46, -0.36], [-2.27, 0.00, -0.15], [-0.53, 0.16, -1.34], [0.07, 1.09, 0.25], [-0.27, 1.81, -0.30], [-1.09, 0.15, 0.05], [-0.10, 0.54, 0.06], [-0.31, 0.14, 0.52], [0.37, 0.39, 0.02], [0.78, -0.52, 1.05], [0.10, -0.59, -0.82], [1.04, 0.23, -0.93], [0.02, 0.41, -0.02], [0.82, 0.26, 0.07], [-0.10, -0.32, 0.29], [0.31, -0.78, 0.17], [0.17, 0.42, 0.13], [-0.42, -1.71, 0.37], [1.27, -0.62, -0.77], [0.59, -0.32, -0.02], [-0.06, -0.48, 0.04], [0.35, 0.33, 0.58], [-0.78, -0.57, -0.63], [0.09, 1.10, -0.97], [0.02, -0.08, 0.72], [0.80, -0.24, 0.20], [-1.98, 1.44, -1.39], [-1.12, -0.98, -3.53], [0.30, -0.31, -0.14], [1.84, 0.27, 0.24], [0.27, 1.48, 0.30], [0.83, 0.98, -0.14], [1.36, -2.82, -0.34], [-0.52, -0.11, 0.55], [-0.34, -0.45, -0.43], [-0.10, 0.01, 0.12], [0.12, -0.56, -0.26], [0.26, -0.55, 0.31], [0.37, -1.76, -0.19], [-1.07, -2.39, -0.51], [-0.80, 0.42, 1.52], [0.46, -0.29, 0.24], [0.00, 0.31, 0.02], [-0.11, -0.41, -0.07], [0.31, 0.67, 0.74], [0.04, -0.85, 1.63], [0.54, 0.63, -0.69], [0.34, -0.32, 0.85], [-1.65, -0.30, 1.37], [-0.02, -0.91, 0.87], [0.01, -0.18, -0.22], [0.15, -0.15, 0.40], [0.07, -0.27, 0.74], [0.09, -0.76, 0.86], [-0.11, -0.06, 0.03], [-0.71, 0.44, 0.17], [-1.55, 1.82, -0.84], [-2.22, 0.98, 0.02], [2.17, -0.69, 2.55], [0.74, 1.98, 0.26], [0.53, 0.47, -0.50], [-1.83, 1.47, -0.37], [0.52, 0.30, -0.57], [0.35, -0.04, -0.07], [0.38, -0.04, -0.03], [0.02, 0.01, -0.21], [1.17, -1.44, 0.21], [0.09, -1.29, -0.67], [-0.55, -0.36, 0.00], [-0.32, -1.81, -0.82], [0.26, -0.18, 0.00], [-0.17, 0.12, 0.38], [1.37, -0.25, 1.81], [-0.14, 0.36, -0.04], [0.05, 0.46, -2.29], [1.13, 1.08, 0.80], [0.69, -1.12, 0.07], [-1.32, -0.30, 0.45], [0.90, -0.89, 0.58], [-0.24, 0.35, -0.55]],
  "lowdin_charge": [0.09, -0.02, -0.24, 0.08, -0.18, -0.11, 0.09, -0.11, 0.10, 0.09, 0.07, 0.09, -0.13, -0.09, 0.00, 0.09, 0.07, 0.49, 0.08, 0.09, -0.03, -0.26, 0.09, 0.09, 0.08, 0.09, -0.07, 0.10, 0.09, -0.27, -0.24, 0.09, -0.10, -0.14, -0.20, -0.21, -0.08, 0.09, 0.09, 1.23, 0.09, -0.02, -0.27, 0.54, 0.09, 0.08, 0.08, -0.25, -0.02, -0.27, 0.09, 0.44, -0.02, 0.09, 0.09, 0.07, 0.08, 0.09, 0.07, -0.77, -0.24, 0.45, -0.22, 0.07, -0.15, 0.08, 0.10, 0.09, 0.09, -0.23, -0.14, 0.09, -0.12, 0.09, 0.08, -0.23, 0.09, -0.23, -0.23, 0.09, -0.79, -0.09, 0.09],
  "total_charge": 0,
  "de_lowest_kcal_mol": 327.2,
  "e_lumo_ev": -4.4
}


No. 3
{
  "formula": "C6H11N",
  "method": "wB97M-V/def2-TZVPD",
  "species": ["H", "H", "H", "C", "H", "C", "H", "H", "C", "C", "C", "H", "H", "C", "H", "H", "H", "N"],
  "positions_angstrom": [[-0.20407, 1.96041, -0.04656], [-0.53061, -2.06663, 0.45553], [-1.26755, 0.55015, -2.50105], [-0.24404, 1.11918, -0.74011], [-0.11561, -0.29968, 2.88809], [1.09550, 0.00979, 1.08603], [1.52548, -0.98305, 1.22335], [1.86129, 0.65731, 0.65876], [-0.38870, -1.35699, -0.35227], [0.47749, 0.46211, 2.38732], [-0.74250, 1.34023, -1.97850], [-0.85549, -2.69651, -1.81536], [-0.39468, -1.24376, -2.34794], [0.11913, -0.12784, -0.09131], [-0.18353, 1.32788, 2.25390], [1.17515, 0.88327, 3.11741], [-0.43259, 2.17373, -2.59626], [-0.89465, -1.70959, -1.60100]],
  "atomic_forces_ev_per_a": [[1.24, 0.33, -0.44], [0.71, -0.42, -0.21], [0.64, -0.23, -0.32], [-0.19, 0.10, -0.61], [0.05, -0.21, -0.15], [-1.00, -0.66, -0.57], [0.31, 0.12, 0.04], [0.27, 0.16, 0.60], [0.18, 0.71, -0.67], [-0.18, 1.49, 0.58], [0.48, -0.81, -0.07], [-0.26, -0.06, 0.42], [-0.20, 0.25, 0.09], [-1.03, -0.58, 1.39], [-0.19, -0.21, -0.34], [0.37, -0.50, -0.04], [-1.02, 0.81, 0.58], [-0.19, -0.29, -0.27]],
  "lowdin_charge": [0.10, 0.12, 0.03, -0.14, 0.07, -0.23, 0.10, 0.11, -0.14, -0.11, -0.01, 0.08, 0.07, -0.28, 0.07, 0.07, 0.05, 0.05],
  "total_charge": 0,
  "de_lowest_kcal_mol": 55.1,
  "e_lumo_ev": 1.1,
  "smiles": "C=C/C(=C\\N)CC"
}


| no. | DFT total energy (Eh) |
| --- | --- |
| 1 | -3373.44355 |
| 2 | -3697.85881 |
| 3 | -289.88392 |